{"formula": "C35H95HgN8O9", "method": "wB97M-V/def2-TZVPD", "lumo_ev": [-8.526, -8.688], "homo_lumo_gap_ev": [3.12, 2.96], "max_force_ha_per_bohr": 0.082, "homo_energy_ha": [-0.428, -0.428], "total_charge": 2, "multiplicity": 2, "symbols": ["H", "H", "H", "H", "H", "O", "H", "C", "H", "H", "H", "H", "C", "H", "C", "H", "H", "C", "H", "H", "H", "H", "H", "H", "H", "C", "O", "C", "H", "C", "H", "H", "H", "H", "H", "C", "H", "C", "C", "H", "C", "H", "N", "H", "H", "H", "H", "H", "H", "H", "H", "H", "C", "C", "H", "C", "C", "C", "H", "H", "N", "H", "C", "H", "H", "H", "H", "H", "C", "H", "H", "N", "O", "C", "H", "C", "C", "H", "H", "O", "C", "H", "H", "N", "H", "C", "H", "H", "C", "H", "H", "H", "H", "N", "H", "H", "N", "H", "H", "H", "H", "H", "H", "H", "H", "H", "H", "H", "H", "H", "O", "C", "H", "C", "H", "H", "H", "H", "C", "H", "O", "C", "H", "H", "H", "C", "H", "H", "O", "Hg", "C", "O", "C", "O", "H", "H", "H", "H", "H", "H", "C", "C", "H", "C", "H", "N", "C", "N"], "coordinates": [[-7.224, 24.186, 9.929], [-8.789, 12.143, 6.738], [-7.943, 25.719, 14.419], [-5.888, 20.379, 10.935], [-3.528, 28.146, 13.425], [-8.994, 17.098, 12.799], [-1.877, 18.847, 11.125], [-11.317, 24.000, 15.310], [-9.908, 24.116, 13.083], [-8.391, 16.534, 14.644], [-8.810, 15.087, 12.694], [-11.026, 22.951, 15.364], [-6.979, 26.242, 7.428], [-4.957, 18.562, 11.837], [-9.439, 26.111, 8.364], [-2.450, 16.911, 7.511], [-9.680, 14.640, 15.820], [-9.339, 16.741, 14.147], [-4.183, 18.782, 9.062], [-9.217, 27.804, 14.424], [-11.222, 14.076, 15.090], [-7.703, 14.458, 6.186], [-1.923, 23.573, 9.884], [-8.165, 23.236, 11.310], [-2.794, 24.801, 8.990], [-4.224, 25.966, 10.680], [-5.420, 22.943, 11.525], [-10.209, 15.430, 13.998], [-4.966, 18.444, 16.445], [-3.882, 18.531, 12.016], [-5.736, 22.226, 9.744], [-3.606, 23.334, 9.610], [-8.026, 22.855, 16.546], [-9.506, 28.389, 7.442], [-8.466, 26.095, 11.654], [-8.822, 27.404, 13.491], [-7.135, 17.801, 12.740], [-8.862, 22.638, 6.546], [-7.598, 22.411, 5.725], [-10.571, 25.723, 13.233], [-2.922, 19.060, 10.897], [-6.911, 25.232, 7.831], [-5.889, 23.133, 14.430], [-3.578, 17.623, 12.538], [-9.678, 13.743, 12.883], [-8.845, 23.369, 7.355], [-2.397, 18.981, 8.820], [-4.660, 25.972, 6.138], [-6.243, 25.903, 12.758], [-7.102, 26.031, 6.366], [-8.260, 22.872, 9.669], [-3.970, 18.369, 15.097], [-4.583, 26.502, 7.088], [-4.026, 21.754, 6.633], [-3.053, 28.350, 11.716], [-3.362, 27.634, 12.477], [-3.234, 16.517, 8.158], [-4.923, 18.793, 15.413], [-10.003, 17.456, 14.632], [-7.323, 20.461, 10.216], [-8.671, 27.933, 7.105], [-6.351, 20.551, 16.586], [-6.334, 22.406, 10.637], [-8.517, 21.375, 4.335], [-6.133, 13.063, 6.465], [-9.577, 25.532, 7.451], [-4.021, 26.702, 9.901], [-3.821, 27.268, 7.233], [-7.750, 15.164, 8.255], [-4.103, 20.742, 10.958], [-2.839, 20.941, 10.068], [-5.249, 25.974, 12.922], [-5.784, 26.998, 7.583], [-7.699, 14.056, 7.199], [-9.081, 21.724, 7.098], [-8.233, 27.005, 8.089], [-6.399, 22.177, 6.714], [-9.195, 25.320, 9.074], [-4.235, 16.582, 7.732], [-3.146, 24.980, 10.932], [-8.155, 18.101, 12.502], [-2.987, 15.457, 8.217], [-7.949, 28.638, 7.135], [-7.783, 21.268, 5.020], [-8.689, 12.539, 8.422], [-4.585, 26.828, 11.951], [-5.773, 13.882, 7.802], [-7.335, 20.880, 11.950], [-8.594, 25.922, 13.568], [-8.364, 18.940, 13.165], [-6.030, 17.128, 9.625], [-5.571, 18.118, 14.854], [-11.753, 24.178, 16.293], [-7.917, 25.643, 12.371], [-6.905, 24.204, 16.482], [-6.990, 20.523, 14.964], [-6.501, 13.335, 7.365], [-6.556, 21.293, 7.333], [-10.279, 26.582, 8.874], [-11.005, 15.654, 13.288], [-7.926, 27.575, 8.966], [-6.749, 22.901, 17.712], [-3.288, 21.441, 5.894], [-9.399, 27.811, 12.661], [-5.045, 25.414, 10.222], [-4.269, 25.573, 7.565], [-8.709, 15.677, 8.330], [-7.725, 17.241, 9.645], [-2.512, 26.958, 12.390], [-9.741, 13.402, 7.357], [-6.850, 16.237, 7.956], [-10.603, 14.942, 15.324], [-3.662, 22.691, 7.053], [-7.559, 23.265, 10.405], [-11.255, 15.656, 15.826], [-7.549, 14.731, 9.234], [-4.020, 20.980, 7.400], [-6.946, 20.913, 4.580], [-6.875, 17.340, 8.970], [-5.221, 27.608, 11.531], [-4.915, 20.211, 15.082], [-6.007, 22.404, 15.674], [-7.969, 24.686, 12.050], [-9.682, 22.884, 5.870], [-3.829, 19.122, 12.930], [-3.186, 18.550, 9.436], [-6.284, 23.118, 7.252], [-7.474, 23.230, 5.017], [-3.158, 17.163, 9.415], [-4.027, 23.958, 13.164], [-6.129, 20.832, 15.557], [-10.057, 24.600, 15.052], [-6.792, 20.984, 11.011], [-5.254, 21.838, 5.947], [-5.081, 22.655, 16.190], [-6.655, 18.351, 8.627], [-12.044, 24.009, 14.497], [-7.846, 27.840, 13.275], [-5.286, 26.597, 13.715], [-6.550, 22.676, 13.819], [-2.870, 24.108, 9.828], [-9.842, 25.037, 13.663], [-8.259, 18.492, 11.490], [-8.736, 12.985, 7.429], [-6.418, 23.971, 14.624], [-9.252, 14.505, 13.391], [-6.980, 23.133, 16.673], [-3.117, 20.524, 10.944]], "lowdin_charge": [0.0707, 0.0824, 0.1243, 0.0539, 0.0935, -0.2104, 0.1415, -0.0983, 0.1196, 0.1274, 0.0512, 0.0779, -0.1556, 0.0526, -0.0591, 0.0899, 0.0928, -0.1403, 0.1028, 0.1035, 0.0880, 0.1426, 0.1072, 0.0772, 0.0863, -0.1342, -0.0773, -0.4530, 0.0980, -0.0467, 0.1489, 0.0614, 0.0800, 0.0827, 0.1012, -0.0393, 0.0844, -0.0565, -0.4802, 0.1298, -0.3341, 0.0768, 0.0128, 0.0854, 0.0798, 0.0342, 0.1230, 0.0978, 0.0109, 0.1301, 0.0928, 0.0824, -0.1180, -0.0976, 0.0967, -0.0170, -0.0763, -0.0936, 0.1236, 0.0967, 0.0329, 0.1285, -0.4772, 0.1018, 0.0867, 0.0802, 0.1237, 0.1084, -0.1947, 0.0067, 0.0474, 0.0117, -0.1903, -0.4548, 0.0816, -0.4289, -0.1732, 0.0369, 0.0765, -0.2581, -0.1658, 0.0945, 0.0843, 0.0376, 0.0821, -0.3891, 0.0677, 0.0855, -0.4567, 0.0718, 0.0687, 0.0778, 0.0951, 0.0185, 0.0758, 0.1186, 0.0245, 0.1223, 0.0885, 0.1413, 0.1234, 0.0959, 0.1011, 0.0969, 0.1110, 0.0443, 0.1221, 0.0638, 0.0753, 0.0706, -0.2016, -0.0758, 0.0698, -0.0428, 0.0845, 0.1291, 0.0680, 0.0943, -0.0574, 0.1472, -0.1767, -0.3701, 0.0276, 0.0906, 0.0433, -0.2215, 0.0951, 0.1427, -0.1914, 1.3241, -0.1511, -0.2002, -0.0074, -0.1805, 0.1332, 0.0663, 0.0932, 0.0766, 0.0991, 0.0837, -0.0769, -0.1369, 0.0727, -0.0798, 0.0484, 0.0396, -0.0156, 0.0361]}